Formula: C2H6O2
Source: the Open Molecules 2025 dataset
Level of theory: the ωB97M-V functional and the def2-TZVPD basis

CARTESIAN COORDINATES (ANGSTROEM)
1 C 2.001 -0.409 -0.971
2 O 0.923 0.527 -1.094
3 H 2.319 -0.800 -1.950
4 H 2.858 0.106 -0.543
5 H 1.731 -1.312 -0.421
6 H 0.214 0.017 -0.731
7 O -2.374 -0.635 0.890
8 C -2.527 0.525 1.466
9 H -1.653 0.952 1.983
10 H -3.492 1.030 1.370

Results
Charge: -1
2S+1: 2
Orbital gap (alpha / beta) in hartree: 0.1174 / 0.2298
LUMO (alpha / beta) in eV: 3.70 / 3.69



Formula: C6H13N3
Source: the Open Molecules 2025 dataset
Level of theory: the ωB97M-V functional and the def2-TZVPD basis

CARTESIAN COORDINATES (ANGSTROEM)
1 H 0.923 0.822 -0.114
2 N 0.022 1.194 0.184
3 C -0.167 1.047 1.432
4 C -1.351 1.715 2.070
5 C 0.689 0.260 2.343
6 C 1.426 -0.778 1.957
7 H -1.965 0.981 2.593
8 H -1.013 2.443 2.809
9 H -1.947 2.223 1.316
10 H 0.666 0.556 3.386
11 H 1.984 -1.365 2.672
12 H 1.444 -1.130 0.934
13 H -0.647 -2.071 -0.726
14 N 0.471 -2.036 -1.143
15 C 0.140 -1.063 -1.868
16 C 0.854 -0.446 -3.025
17 N -1.283 -0.802 -1.686
18 H 0.923 0.634 -2.884
19 H 1.850 -0.877 -3.089
20 H 0.318 -0.623 -3.957
21 H -1.577 -0.406 -0.797
22 H -1.759 -0.277 -2.410

Results
Charge: 0
SMILES: [H]/N=C(/C)C=C.[H]/N=C(/C)N
Orbital gap in hartree: 0.3643
LUMO in eV: 0.80



In eV, the relative energy (zero: lowest compared OMol25 entry of this formula, charge and spin) values for the records above are, in order, 0.338 2.537.